C14H18F16NO4P | ωB97M-V/def2-TZVPD

```
54
Properties=species:S:1:pos:R:3
C 2.816 -3.426 -0.100
C 3.186 -1.858 -0.192
O 2.776 -1.254 -1.206
N 4.006 -1.295 0.890
P 5.718 -1.008 0.354
C 3.412 -0.084 1.479
C 2.873 1.179 0.682
O 3.369 -0.043 2.740
H 2.272 -3.745 -1.060
H 2.101 -3.650 0.757
H 3.756 -4.086 -0.058
H 5.540 0.426 0.367
H 6.183 -1.609 1.576
H 5.401 -1.760 -0.843
H 7.064 -0.814 -0.146
H 3.328 1.149 -0.376
H 1.730 1.205 0.573
H 3.182 2.184 1.121
C -1.636 -3.756 1.583
C -1.307 -3.674 0.077
C -0.899 -2.292 -0.443
F -1.877 -1.378 -0.300
F -0.627 -2.353 -1.770
F -2.346 -4.174 -0.631
F -0.258 -4.521 -0.145
O -3.022 -3.726 1.945
C -3.627 -2.461 2.104
C -4.765 -2.225 1.105
F -4.323 -2.283 -0.170
F -5.308 -0.996 1.276
F -2.689 -1.498 2.066
F -4.127 -2.444 3.361
H -1.302 -4.746 1.908
H -1.045 -3.057 2.179
H -0.002 -1.928 0.065
H -5.550 -2.975 1.224
C -2.374 2.808 -1.090
C -2.405 3.534 -2.452
C -1.128 3.440 -3.290
F -0.067 3.999 -2.678
F -1.286 4.107 -4.462
F -2.764 4.824 -2.257
F -3.414 2.968 -3.177
O -2.114 3.612 0.068
C -0.765 3.849 0.410
C -0.396 5.334 0.351
F -0.572 5.839 -0.889
F 0.908 5.519 0.667
F 0.038 3.078 -0.347
F -0.623 3.401 1.678
H -3.390 2.436 -0.927
H -1.753 1.909 -1.109
H -0.887 2.401 -3.528
H -1.010 5.917 1.042
```

Summary:
* E_LUMO: 0.09 eV
* orbital gap: 0.3640 Eh
* total energy: -2839.0656 Eh
* M: 599.24 g/mol
* SMILES: FC(F)C(F)(F)COC(F)(F)C(F)F.FC(F)C(F)(F)COC(F)(F)C(F)F.CC(=O)N([PH4])C(C)=O
* spin multiplicity: 1